30
Properties=species:S:1:pos:R:3:forces:R:3 method="wB97M-V/def2-TZVPD" e_lumo_ha=0.0336 total_energy_ha=-543.02957 gap_ev=9.87 spin_multiplicity=1 smiles=Cc1ccccc1.Cc1ccccc1
C 2.48167 1.14184 -0.06786 2.10 -0.78 1.36
C 1.48121 1.87474 -0.88745 0.76 -0.32 0.36
C 0.70297 2.88260 -0.31272 -0.93 -0.03 -1.29
C -0.14317 3.60604 -1.16053 1.45 0.28 0.17
C -0.00674 3.43900 -2.53008 -1.17 0.48 -0.97
C 0.63055 2.36270 -3.12068 1.28 0.18 1.86
C 1.42151 1.59131 -2.24799 -1.75 -0.52 -1.19
H 3.35039 1.72937 0.29537 -0.95 0.70 0.20
H 3.14710 0.42753 -0.55211 -0.75 -0.44 -1.03
H 2.13747 0.56614 0.80226 -0.29 0.70 -0.11
H 0.67994 3.12786 0.73235 0.34 -0.27 0.38
H -0.71094 4.45396 -0.78947 -0.04 -0.21 0.03
H -0.46304 4.19145 -3.15577 -0.37 -0.06 -0.20
H 0.68889 2.15778 -4.17482 -0.33 0.18 -0.22
H 1.72545 0.64270 -2.70824 0.85 0.41 0.71
C -2.74055 -1.72234 2.76772 -0.58 -0.24 -0.13
C -1.68210 -2.13943 1.78593 0.17 0.44 0.46
C -1.71746 -3.29985 1.05267 0.31 -1.30 -0.15
C -0.64298 -3.68723 0.23452 -0.69 1.38 -0.23
C 0.30952 -2.71540 -0.07431 -0.29 -0.95 0.34
C 0.36447 -1.52489 0.65895 0.54 -1.44 -0.72
C -0.57357 -1.31583 1.65815 0.59 1.05 -0.69
H -3.26911 -2.56397 3.23135 0.19 0.03 -0.19
H -3.51493 -1.10067 2.28183 0.40 -0.09 0.26
H -2.25397 -1.16895 3.56566 -0.20 0.24 0.09
H -2.56417 -3.96612 1.16593 0.01 -0.10 0.09
H -0.61482 -4.65127 -0.24878 -0.17 -0.06 -0.09
H 1.01167 -2.96846 -0.86389 0.23 0.32 0.26
H 1.25487 -0.95719 0.40780 -0.63 0.49 0.53
H -0.49014 -0.41339 2.25419 -0.09 -0.06 0.13